No. 1
{"formula": "C14H11ClCuN3O3S5", "method": "ωB97M-V/def2-TZVPD", "homo_lumo_gap_ev": [6.59, 6.13], "lumo_energy_ev": [2.2, 1.3], "homo_ev": [-4.39, -4.82], "s2": 0.77, "total_charge": -1, "spin_multiplicity": 2, "de_lowest_kj_mol": 0.0, "symbols": ["Cu", "O", "C", "S", "C", "C", "S", "S", "S", "Cl", "C", "C", "C", "C", "C", "C", "C", "O", "O", "H", "H", "H", "H", "C", "C", "C", "N", "N", "C", "N", "S", "H", "H", "H", "H", "H", "H", "H"], "positions_angstrom": [[-0.00162, 0.59554, 0.72157], [5.40982, -1.47228, 4.13306], [4.43518, -1.12503, 3.51525], [2.80472, -1.07962, 4.19561], [1.95835, -0.51071, 2.76592], [2.75292, -0.29022, 1.63167], [2.20857, 0.20471, 0.12257], [4.47240, -0.59918, 1.83003], [0.29015, -0.31099, 2.85711], [-6.76281, 1.30154, 2.13390], [-5.18504, 1.95423, 1.74703], [-4.05790, 1.36078, 2.28541], [-2.80728, 1.84452, 1.92530], [-2.68009, 2.92072, 1.05618], [-3.83381, 3.52965, 0.57064], [-5.09142, 3.04258, 0.89579], [-1.32333, 3.43242, 0.57843], [-1.19162, 4.64715, 0.45807], [-0.45641, 2.53686, 0.28419], [-4.15240, 0.52044, 2.96097], [-1.91833, 1.36904, 2.31936], [-3.72628, 4.39438, -0.07242], [-5.98931, 3.49544, 0.49598], [-4.89472, -3.39541, -0.25142], [-4.76345, -2.13998, 0.61116], [-3.74172, -1.18886, 0.07463], [-2.51787, -1.15890, 0.46107], [-1.76273, -0.21768, -0.19490], [-2.44399, 0.45028, -1.08566], [-1.90086, 1.42888, -1.85908], [-4.10144, -0.03367, -1.17597], [-5.62968, -4.08082, 0.17291], [-3.93699, -3.91211, -0.31609], [-5.21126, -3.14373, -1.26533], [-4.45027, -2.40404, 1.62150], [-5.72658, -1.63109, 0.69272], [-1.14253, 1.91434, -1.37029], [-2.55979, 2.05233, -2.29424]], "forces_ev_per_angstrom": [[-0.02, -0.23, 0.01], [-0.04, 0.02, -0.02], [0.02, -0.01, 0.02], [0.03, -0.01, 0.01], [0.00, -0.01, -0.06], [-0.03, -0.04, 0.04], [-0.06, 0.01, 0.03], [0.02, -0.01, 0.02], [0.07, 0.06, -0.07], [0.01, 0.00, -0.01], [-0.01, 0.02, 0.00], [0.01, -0.01, 0.01], [0.00, -0.02, -0.01], [-0.01, 0.02, -0.02], [0.01, 0.00, 0.00], [-0.01, 0.01, 0.01], [0.06, -0.04, 0.12], [-0.04, -0.06, -0.10], [-0.07, 0.35, 0.04], [0.00, 0.01, -0.01], [0.01, 0.00, -0.01], [-0.01, 0.00, 0.00], [0.01, 0.00, 0.01], [-0.01, 0.00, -0.01], [0.00, 0.01, -0.02], [0.01, -0.06, 0.07], [0.04, 0.11, -0.08], [-0.08, -0.08, 0.05], [0.11, 0.05, 0.02], [-0.04, -0.11, -0.02], [-0.04, -0.02, -0.07], [0.00, 0.01, 0.00], [-0.01, 0.00, 0.00], [0.00, 0.00, 0.01], [0.03, -0.01, -0.01], [0.01, 0.01, 0.01], [0.05, 0.02, 0.02], [-0.03, 0.03, 0.00]], "lowdin_spin": [0.104, 0.027, 0.010, 0.010, 0.136, 0.125, 0.292, 0.006, 0.274, 0.000, 0.000, 0.000, 0.000, 0.000, 0.000, 0.000, 0.000, 0.001, 0.009, 0.000, 0.001, 0.000, 0.000, 0.000, 0.000, 0.000, 0.001, 0.004, 0.000, 0.000, 0.000, 0.000, 0.000, 0.000, 0.000, 0.000, 0.000, 0.000]}

=====

No. 2
{"formula": "C2H3ClN2", "method": "ωB97M-V/def2-TZVPD", "homo_lumo_gap_ev": 8.64, "lumo_energy_ev": 0.3, "homo_ev": -8.39, "total_charge": 0, "de_lowest_kj_mol": 273.1, "symbols": ["C", "C", "N", "N", "Cl", "H", "H", "H"], "positions_angstrom": [[-0.11580, 0.47549, 0.28414], [0.04845, -1.01240, 0.08797], [-0.32438, 2.04372, -1.54274], [-0.08538, 1.34783, -0.67570], [0.71323, 1.02198, 1.71638], [-0.93823, -1.07577, -0.38277], [-0.12409, -1.47019, 1.04810], [0.82619, -1.33066, -0.53538]], "forces_ev_per_angstrom": [[2.19, 0.09, 1.25], [-3.75, 1.88, -0.23], [0.54, -0.19, 0.48], [-1.21, -0.04, -1.05], [0.14, 0.69, 0.62], [0.17, -1.54, -0.72], [0.64, -0.33, 0.16], [1.27, -0.57, -0.52]], "lowdin_charge": [-0.763, -0.110, 0.215, -0.156, 0.610, 0.077, 0.066, 0.059]}

=====

No. 3
{"formula": "C5H10", "method": "ωB97M-V/def2-TZVPD", "homo_lumo_gap_ev": 8.78, "lumo_energy_ev": 0.2, "homo_ev": -8.53, "total_charge": 0, "de_lowest_kj_mol": 501.6, "symbols": ["C", "C", "C", "C", "C", "H", "H", "H", "H", "H", "H", "H", "H", "H", "H"], "positions_angstrom": [[2.29751, 0.01376, 0.15202], [1.47840, 1.18071, 0.52642], [-0.95608, -0.68527, 0.24682], [-2.19935, -0.41575, -0.54596], [-1.09009, 0.59794, -0.53657], [3.25690, 0.38716, 0.57632], [2.10882, -0.96321, 0.61985], [2.47181, -0.09069, -0.92383], [1.13169, 0.98366, 1.56518], [-0.26953, -1.44164, -0.12385], [-1.02171, -0.63543, 1.33054], [-3.10965, -0.18080, -0.00179], [-2.35585, -0.98867, -1.45561], [-1.24502, 1.52295, 0.00960], [-0.49786, 0.71527, -1.43914]], "forces_ev_per_angstrom": [[-0.16, 0.00, -0.13], [0.23, -0.34, 0.15], [0.11, -0.14, 0.13], [-0.18, -0.07, -0.05], [0.03, 0.19, -0.09], [-0.07, 0.05, 0.01], [0.00, 0.19, -0.02], [0.01, 0.05, 0.15], [0.02, 0.06, -0.17], [-0.13, 0.14, 0.04], [0.00, 0.01, -0.18], [0.17, -0.03, -0.08], [0.04, 0.10, 0.16], [0.02, -0.17, -0.08], [-0.10, -0.04, 0.16]], "lowdin_charge": [-0.260, 0.043, -0.196, -0.169, -0.205, 0.099, 0.064, 0.062, -0.001, 0.089, 0.097, 0.095, 0.095, 0.093, 0.095]}

=====

No. 4
{"formula": "C25H48InP2", "method": "ωB97M-V/def2-TZVPD", "homo_lumo_gap_ev": [5.40, 5.96], "lumo_energy_ev": [-4.2, -3.6], "homo_ev": [-9.63, -9.54], "total_charge": 1, "symbols": ["In", "C", "C", "C", "C", "C", "C", "H", "H", "H", "C", "H", "H", "H", "C", "H", "H", "H", "C", "H", "H", "H", "C", "H", "H", "H", "C", "C", "C", "C", "C", "C", "C", "C", "H", "H", "H", "H", "H", "H", "H", "H", "H", "H", "H", "H", "P", "C", "H", "H", "H", "C", "H", "H", "H", "C", "H", "H", "H", "P", "C", "H", "H", "H", "C", "H", "H", "H", "C", "H", "H", "H", "C", "H", "H", "H"], "positions_angstrom": [[0.17195, -0.25913, -1.15683], [2.40701, 1.24005, 1.94040], [2.73996, 1.30135, 0.56269], [1.40763, 3.10583, 1.03303], [1.61449, 2.37963, 2.23920], [2.09542, 2.44049, -0.01238], [2.81841, 0.17438, 2.88055], [2.96417, -0.77676, 2.34884], [2.05558, 0.01533, 3.65758], [3.76783, 0.42851, 3.37989], [1.04940, 2.74286, 3.55538], [1.33156, 2.00142, 4.31053], [-0.05017, 2.80125, 3.51484], [1.41940, 3.72531, 3.88447], [0.60208, 4.34010, 0.87794], [1.24256, 5.20285, 0.63492], [0.05798, 4.56250, 1.80572], [-0.13295, 4.23770, 0.06336], [2.10700, 2.85780, -1.43286], [3.05742, 3.35924, -1.68584], [1.29546, 3.57244, -1.62823], [1.98315, 2.00108, -2.11842], [3.64040, 0.34076, -0.10401], [4.62759, 0.33949, 0.38924], [3.78814, 0.59044, -1.15935], [3.25403, -0.68960, -0.03324], [-0.49030, -2.47933, -0.85642], [0.84214, -2.37439, -0.42184], [2.01753, -2.85572, -1.25267], [2.47176, -1.99605, -2.45277], [1.54894, -0.85573, -2.85209], [0.22800, -1.07148, -3.30323], [-0.35906, -2.45493, -3.45631], [-0.89723, -3.12473, -2.15767], [1.83677, -3.88338, -1.60785], [2.66674, -2.66392, -3.31219], [2.87899, -2.92897, -0.56790], [-0.56687, -4.18255, -2.17480], [-1.27171, -2.46828, -0.08895], [1.02986, -2.37486, 0.66347], [-2.00082, -3.17410, -2.20166], [-1.20792, -2.39657, -4.16090], [-0.24513, -0.30963, -3.93523], [0.37320, -3.12923, -3.93360], [3.44347, -1.53335, -2.21306], [2.08031, 0.03949, -3.19468], [-1.48542, -1.65365, 2.86917], [-1.35938, -0.91339, 4.54238], [-1.73673, -1.61190, 5.29863], [-1.96188, 0.00582, 4.55237], [-0.31232, -0.65154, 4.74808], [-3.19054, -2.31955, 2.89949], [-3.37949, -2.82988, 3.85059], [-3.33062, -3.01137, 2.05949], [-3.88736, -1.47853, 2.78170], [-0.49585, -3.18908, 3.03285], [-0.49201, -3.71860, 2.06549], [-0.91223, -3.84121, 3.81370], [0.54462, -2.92857, 3.28409], [-2.48674, 1.25099, -1.90351], [-1.68599, 2.25489, -3.21252], [-2.21014, 2.11454, -4.16905], [-0.63227, 1.95956, -3.33510], [-1.71160, 3.31276, -2.91492], [-3.35620, -0.05593, -2.84317], [-2.66152, -0.64989, -3.45008], [-4.10531, 0.42983, -3.48255], [-3.86220, -0.72588, -2.13394], [-3.88817, 2.31284, -1.41998], [-4.59810, 2.37288, -2.25583], [-3.52219, 3.31421, -1.16458], [-4.39092, 1.87896, -0.54411], [-0.99470, 0.53969, 0.48316], [-2.00553, 0.10310, 0.45813], [-1.05773, 1.63692, 0.38136], [-0.52561, 0.27440, 1.44159]], "forces_ev_per_angstrom": [[-0.83, 1.93, 1.69], [-1.49, 1.86, 1.02], [-0.59, 0.52, -0.22], [0.86, -0.34, -2.68], [1.39, -2.67, 0.58], [-0.89, 0.44, 1.20], [0.27, -0.30, 0.40], [0.00, 0.13, 0.21], [0.29, -0.01, -0.18], [-0.23, -0.24, -0.03], [-0.12, 0.02, 0.36], [-0.12, 0.23, -0.07], [0.24, 0.01, 0.06], [-0.13, -0.20, -0.01], [-0.25, 0.29, 0.16], [-0.22, -0.18, 0.08], [0.11, 0.07, -0.31], [0.18, 0.07, 0.20], [0.32, 0.31, -0.48], [-0.32, -0.15, -0.17], [0.22, -0.20, -0.06], [0.08, 0.33, 0.08], [0.45, -0.26, -0.24], [-0.26, -0.03, -0.17], [0.01, -0.07, 0.12], [0.16, 0.26, 0.03], [1.25, -1.73, 0.84], [-1.08, -1.69, -0.23], [0.55, -0.25, 0.18], [0.39, 0.34, 0.00], [0.49, -0.04, -0.38], [-0.26, -0.12, -1.00], [-0.50, -0.43, -0.17], [-0.29, -0.17, -0.56], [-0.20, 0.24, 0.20], [-0.21, 0.37, 0.14], [-0.35, -0.09, -0.25], [-0.06, 0.38, 0.28], [0.31, 0.45, -0.11], [-0.32, 0.67, -0.45], [0.52, 0.18, 0.05], [0.45, 0.02, 0.23], [0.33, -0.04, 0.33], [-0.09, 0.34, 0.17], [-0.39, -0.27, -0.09], [-0.38, -0.14, 0.08], [0.23, 0.00, -0.32], [-0.08, -0.10, -0.04], [0.14, 0.21, 0.05], [0.18, -0.24, 0.11], [-0.30, -0.06, 0.02], [0.00, 0.08, 0.14], [-0.18, -0.04, -0.20], [-0.04, 0.11, 0.21], [0.07, -0.29, 0.07], [-0.01, -0.19, 0.23], [-0.04, 0.07, 0.39], [0.26, -0.02, -0.19], [-0.31, -0.12, -0.04], [0.23, -0.09, -0.52], [-0.20, 0.02, -0.43], [0.21, 0.31, 0.11], [-0.30, 0.14, -0.03], [0.05, -0.28, -0.20], [-0.36, 0.19, -0.17], [-0.17, 0.16, 0.11], [0.06, -0.40, -0.08], [0.08, 0.14, -0.22], [-0.26, -0.04, -0.03], [0.03, 0.18, 0.25], [-0.13, -0.22, 0.00], [0.09, 0.19, -0.25], [0.84, 0.67, 0.89], [0.59, 0.03, -0.21], [0.09, -0.53, -0.06], [-0.06, 0.25, -0.45]], "lowdin_charge": [0.892, -0.215, -0.197, -0.191, -0.189, -0.239, -0.040, 0.071, 0.066, 0.095, -0.028, 0.074, 0.090, 0.098, -0.023, 0.102, 0.080, 0.080, -0.050, 0.097, 0.077, 0.041, -0.023, 0.113, 0.082, 0.064, -0.186, -0.177, -0.166, -0.175, -0.215, -0.216, -0.165, -0.156, 0.127, 0.131, 0.118, 0.131, 0.100, 0.111, 0.119, 0.116, 0.106, 0.125, 0.105, 0.109, 0.795, -0.288, 0.042, 0.041, 0.026, -0.301, 0.041, 0.034, 0.038, -0.307, 0.023, 0.046, 0.036, 0.774, -0.274, 0.051, 0.011, 0.047, -0.273, 0.020, 0.046, 0.049, -0.267, 0.047, 0.045, 0.047, -0.305, -0.029, -0.019, -0.068]}